{"formula": "C54H112HgN6O6", "method": "ωB97M-V/def2-TZVPD", "e_above_lowest_kj_mol": 353.8, "gap_ev": 5.680, "total_charge": 0, "elements": ["Hg", "O", "O", "O", "O", "O", "O", "N", "N", "N", "N", "N", "N", "C", "C", "C", "C", "C", "C", "C", "C", "C", "C", "C", "C", "C", "C", "C", "C", "C", "C", "C", "C", "C", "C", "C", "C", "C", "C", "C", "C", "C", "C", "C", "C", "C", "C", "C", "C", "C", "C", "C", "C", "C", "C", "C", "C", "C", "C", "C", "C", "C", "C", "C", "C", "C", "C", "H", "H", "H", "H", "H", "H", "H", "H", "H", "H", "H", "H", "H", "H", "H", "H", "H", "H", "H", "H", "H", "H", "H", "H", "H", "H", "H", "H", "H", "H", "H", "H", "H", "H", "H", "H", "H", "H", "H", "H", "H", "H", "H", "H", "H", "H", "H", "H", "H", "H", "H", "H", "H", "H", "H", "H", "H", "H", "H", "H", "H", "H", "H", "H", "H", "H", "H", "H", "H", "H", "H", "H", "H", "H", "H", "H", "H", "H", "H", "H", "H", "H", "H", "H", "H", "H", "H", "H", "H", "H", "H", "H", "H", "H", "H", "H", "H", "H", "H", "H", "H", "H", "H", "H", "H", "H", "H", "H", "H", "H", "H", "H"], "positions_angstrom": [[23.75153, 24.00747, 14.60842], [23.28711, 22.93491, 16.64383], [22.69073, 16.23375, 10.84194], [25.72009, 24.58200, 13.43270], [26.23186, 24.77485, 10.38300], [22.55343, 25.67360, 13.54234], [22.40116, 29.09468, 15.63715], [27.02225, 25.84498, 10.16393], [26.19342, 24.01125, 14.71717], [22.50152, 22.23019, 17.58028], [21.52545, 24.79697, 13.80005], [23.53241, 17.24723, 10.50848], [23.40974, 29.76953, 15.01914], [24.44953, 29.79265, 17.20755], [19.89114, 26.62643, 14.37786], [24.10369, 16.39499, 8.36188], [26.75947, 25.07253, 15.63589], [26.33906, 27.10733, 9.74215], [22.78293, 22.44513, 19.05091], [27.91455, 23.22694, 16.87618], [22.14353, 20.91665, 17.00692], [22.77095, 29.04928, 12.68274], [18.98270, 23.43739, 14.03818], [20.76202, 20.68980, 19.34482], [25.46974, 31.13252, 15.33556], [22.32912, 19.00468, 12.11590], [29.31158, 26.65593, 9.52862], [27.02714, 24.48855, 17.01346], [21.44225, 21.95050, 19.79469], [20.75295, 20.59278, 17.76436], [24.62403, 19.47291, 11.14233], [22.98619, 23.99165, 19.35971], [29.02750, 24.52034, 10.63255], [24.46964, 30.72342, 13.03910], [22.28245, 23.28701, 12.00974], [23.22840, 30.18987, 13.59843], [23.52899, 17.61928, 9.04841], [20.07681, 23.01814, 13.04434], [22.10731, 17.93591, 8.49914], [20.54455, 25.31897, 14.88920], [25.34936, 31.65207, 13.85244], [21.08909, 24.00259, 12.63609], [24.14174, 30.64951, 15.97255], [26.01232, 21.52825, 14.23966], [27.95567, 25.75489, 14.99116], [21.22844, 25.73859, 16.28474], [22.13815, 31.26823, 13.58605], [28.35110, 25.42811, 9.61638], [24.42869, 17.65371, 12.86850], [25.21363, 27.46063, 10.68609], [27.37344, 28.17251, 9.76215], [24.32256, 20.06725, 9.82490], [19.56317, 24.16451, 15.27363], [23.91162, 21.72616, 19.68312], [28.65950, 27.97266, 8.99343], [26.89779, 22.69854, 14.62679], [27.31771, 22.25852, 16.06325], [23.32003, 31.83236, 16.43937], [28.19396, 22.77603, 13.73363], [24.41116, 18.82689, 8.82695], [21.66314, 20.88872, 15.51442], [23.76453, 18.28248, 11.64224], [25.72765, 27.02237, 8.28846], [25.65537, 26.21699, 16.01140], [28.21255, 24.84893, 8.22055], [20.39292, 24.89738, 11.52508], [23.15826, 19.84026, 17.31363], [20.73412, 21.39288, 15.24828], [23.05362, 24.34994, 20.38693], [28.00809, 21.41549, 16.09116], [21.74609, 21.79894, 20.83046], [28.94315, 23.38366, 16.55135], [26.46932, 22.03029, 16.70842], [27.66159, 25.99193, 13.96870], [25.73948, 32.02500, 15.90020], [26.18306, 31.99995, 13.24250], [25.97023, 26.91222, 16.78962], [22.33613, 31.64459, 16.86925], [25.12438, 30.27724, 17.91313], [21.91473, 22.58356, 11.26272], [29.17376, 24.40718, 7.95780], [22.52326, 19.70720, 12.92638], [24.81800, 28.45428, 10.47576], [20.73378, 22.77882, 19.78640], [26.40887, 20.59790, 14.64622], [20.17631, 23.50603, 15.88890], [27.40725, 24.12940, 8.07269], [30.18989, 26.50784, 8.90035], [27.72010, 25.10664, 17.58431], [21.35263, 17.19008, 8.74875], [20.98494, 25.79038, 11.32471], [23.76956, 20.66425, 19.88375], [23.08067, 19.47248, 18.33677], [22.17289, 18.04532, 7.41663], [23.05823, 32.46225, 15.58920], [28.01456, 26.76062, 15.40726], [24.17883, 20.17173, 17.12218], [24.90219, 21.74503, 19.22869], [25.39922, 26.90391, 15.20479], [24.12076, 19.19740, 7.84386], [27.98225, 22.75036, 17.85413], [21.34363, 19.90930, 15.15839], [25.25508, 30.00167, 12.81490], [23.53823, 28.27523, 12.66800], [21.49198, 31.16156, 14.45736], [24.41334, 26.72367, 10.75344], [20.46763, 27.52142, 14.61189], [28.46503, 23.58672, 10.62386], [21.84838, 19.59544, 11.33616], [18.75466, 24.50990, 15.91793], [28.93631, 25.28383, 15.05857], [26.35296, 27.43193, 7.49515], [20.38658, 24.29121, 10.61920], [24.27989, 31.39888, 12.20492], [21.78443, 29.78769, 15.88408], [26.43124, 24.76138, 11.32197], [19.87830, 21.05806, 17.30983], [22.51893, 32.28603, 13.67084], [29.06860, 23.09396, 14.30110], [21.34983, 31.17017, 12.83971], [23.03121, 23.92155, 11.53559], [22.94588, 22.72723, 12.66899], [24.83983, 28.84486, 16.83679], [24.78349, 25.63418, 16.30851], [23.29763, 15.66571, 8.28116], [22.12352, 26.32525, 12.98366], [24.72480, 32.54536, 13.84414], [26.15583, 24.28074, 17.63454], [18.49686, 22.51078, 14.34386], [23.24459, 15.45188, 10.90137], [19.42854, 22.91353, 12.17434], [24.42252, 16.52391, 7.32755], [25.13976, 16.90432, 12.52081], [21.66444, 18.80885, 8.97865], [28.00898, 23.44027, 12.88943], [19.64748, 26.82553, 13.33427], [25.47560, 18.65309, 8.66924], [28.38227, 21.83549, 13.21592], [18.24728, 23.93822, 13.40855], [26.15909, 30.28832, 15.35061], [24.45849, 20.18508, 11.95073], [25.83100, 21.35717, 13.17855], [22.17374, 24.45716, 18.80174], [19.70878, 20.62252, 19.61733], [22.84868, 18.99879, 16.69380], [24.89947, 20.93888, 9.51581], [25.58465, 27.49117, 11.71055], [21.22424, 19.83624, 19.84069], [23.87566, 32.56721, 17.02193], [25.02026, 16.00125, 8.80116], [21.82843, 28.58280, 12.96938], [25.64576, 19.09362, 11.15970], [25.01094, 21.66192, 14.64888], [23.77783, 24.56005, 18.87152], [18.99070, 26.77923, 14.97281], [22.44193, 21.07937, 14.77601], [25.12231, 18.26079, 13.45025], [27.53386, 28.31412, 10.83094], [19.35541, 25.18057, 11.70251], [22.05116, 26.41827, 16.06281], [23.28679, 20.38549, 9.94322], [21.55918, 18.31436, 12.46050], [29.40938, 28.75913, 9.07867], [24.82578, 27.62182, 8.16441], [20.63021, 26.44904, 16.85525], [29.71413, 26.75669, 10.53654], [27.92890, 25.67314, 7.56609], [22.73992, 29.43801, 11.66489], [28.50397, 27.81483, 7.92619], [23.79888, 17.03714, 13.50981], [24.22519, 22.24280, 20.59024], [21.52130, 24.84714, 16.83941], [20.45862, 22.03597, 13.32302], [23.53477, 29.65415, 17.78386], [28.96717, 24.86177, 11.66593], [25.54724, 26.01894, 7.90288], [30.08193, 24.37761, 10.39612], [27.16236, 29.14589, 9.31935], [20.64575, 19.51298, 17.66120]]}

{"formula": "C24H29N3O4", "method": "ωB97M-V/def2-TZVPD", "e_above_lowest_kj_mol": 200.8, "smiles": "COC[C@@H](C)n1c(C)cc(C(=O)COC(=O)c2c(C)nn(-c3ccccc3)c2C)c1C", "gap_ev": 8.602, "total_charge": 0, "elements": ["O", "O", "O", "O", "N", "N", "N", "C", "C", "C", "C", "C", "C", "C", "C", "C", "C", "C", "C", "C", "C", "C", "C", "C", "C", "C", "C", "C", "C", "C", "C", "H", "H", "H", "H", "H", "H", "H", "H", "H", "H", "H", "H", "H", "H", "H", "H", "H", "H", "H", "H", "H", "H", "H", "H", "H", "H", "H", "H", "H"], "positions_angstrom": [[-1.49160, -0.24107, -2.39854], [2.56317, -0.20158, -0.26739], [-2.69223, 1.17589, -1.14102], [-1.15231, 2.53429, -3.97713], [-0.94506, -2.15316, 1.33552], [-1.59255, -1.23329, 2.07816], [1.50899, 2.43610, -0.56379], [-2.85737, 0.82275, 1.73957], [-2.76428, 2.01868, -2.28143], [-0.62936, 3.03106, -0.42301], [-0.97828, -1.84626, 0.01830], [2.88351, 2.26254, -0.14371], [-2.07482, -0.33690, 1.24995], [2.16064, -0.39979, 1.06577], [0.80014, 3.40542, 1.66884], [0.93253, -5.28782, 3.35604], [-0.28481, -4.50006, 1.43925], [-1.94109, 0.07068, -1.31799], [1.64578, 1.55911, -2.94058], [-1.71404, -0.66730, -0.08578], [0.96135, 2.19796, -1.78910], [0.25197, -2.99065, 3.23811], [0.54402, 2.97076, 0.26628], [-0.37960, 2.54686, -1.73424], [3.78142, 3.35504, -0.72919], [3.45507, 0.86383, -0.46531], [0.34739, -5.52316, 2.12370], [0.87352, -4.02148, 3.91556], [-1.36377, 2.38970, -2.79350], [-0.31838, -3.22388, 1.98971], [-0.28258, -2.59869, -1.04983], [0.62342, -3.07013, -0.67419], [-3.82330, 0.86233, 1.24129], [-0.03391, -1.90387, -1.84856], [1.77130, -1.41434, 1.12630], [-2.32704, 1.74558, 1.51396], [2.56938, 2.07099, -3.20527], [4.35538, 0.72662, 0.15652], [-0.76940, -4.70094, 0.49803], [-0.93263, -3.36409, -1.47447], [3.00783, -0.30366, 1.75530], [1.31562, -3.83617, 4.88293], [-3.30872, 1.52736, -3.09473], [0.18698, -2.00010, 3.65946], [-2.99833, 0.73447, 2.81336], [1.42324, -6.09140, 3.88388], [-1.55875, 3.42083, -0.05814], [1.86586, 0.51523, -2.71894], [1.37098, 0.29940, 1.36084], [3.40278, 4.33587, -0.45136], [1.07848, 2.56837, 2.31212], [-0.11168, 3.84257, 2.06732], [0.97456, 1.59501, -3.79411], [1.58785, 4.15781, 1.72059], [-3.30279, 2.91296, -1.96080], [3.75086, 0.79960, -1.51258], [4.79395, 3.24973, -0.34809], [2.88278, 2.37088, 0.94544], [0.37311, -6.51305, 1.69326], [3.81060, 3.29547, -1.81309]]}

{"formula": "CH16O6", "method": "ωB97M-V/def2-TZVPD", "e_above_lowest_kj_mol": 92.1, "smiles": "C.O.O.O.O.O.O", "gap_ev": 10.892, "total_charge": 0, "elements": ["O", "O", "O", "O", "O", "O", "C", "H", "H", "H", "H", "H", "H", "H", "H", "H", "H", "H", "H", "H", "H", "H", "H"], "positions_angstrom": [[2.54541, 0.40048, 1.04228], [-0.45349, -2.38274, 2.00731], [1.77250, 3.38952, -2.66198], [-2.93649, -1.41531, 0.50991], [-2.23399, 1.11960, -0.63138], [-0.02429, 2.00232, 1.09062], [0.47776, -2.22466, -1.06125], [0.94186, -1.89134, -0.13844], [-2.92011, -1.53242, -0.42416], [3.10589, 0.29770, 1.81501], [-1.30154, -2.70821, 1.69820], [0.73778, -1.67183, -1.96173], [-0.14085, 2.33684, 1.98482], [-2.86994, 1.82582, -0.43982], [0.92496, 1.92656, 0.95267], [0.66638, -3.29470, -1.04132], [1.70249, 2.83002, -1.89808], [-2.73643, -0.47454, 0.65015], [2.71053, -0.36886, 0.48646], [2.32820, 4.14202, -2.42507], [-0.24999, -1.54846, 1.57222], [-0.60427, -2.15253, -0.96675], [-1.44237, 1.39471, -0.15968]]}

{"formula": "C4H10NO2", "method": "ωB97M-V/def2-TZVPD", "e_above_lowest_kj_mol": 224.1, "smiles": "N[C@H](CO)CC[O-]", "gap_ev": 6.799, "total_charge": -1, "elements": ["O", "O", "N", "C", "C", "C", "C", "H", "H", "H", "H", "H", "H", "H", "H", "H", "H"], "positions_angstrom": [[-2.64636, -1.03807, -0.12291], [1.91265, 0.82485, 1.54980], [-0.62770, -0.18021, 1.33076], [0.95224, 0.02284, -0.54932], [1.82568, 1.04813, 0.22340], [-1.46757, -0.79709, -0.88005], [-0.49825, 0.12674, -0.10955], [-1.76111, -0.31059, -1.81460], [-2.38085, -0.75069, 0.77652], [-0.84920, 1.15476, -0.26408], [2.81346, 1.09330, -0.28491], [1.35690, 2.03923, -0.03318], [0.09073, 0.40761, 1.78101], [-0.17703, -1.08832, 1.45319], [1.11990, 0.19424, -1.61544], [1.30588, -0.99564, -0.32788], [-0.96936, -1.75110, -1.11277]]}